No. 1
{
  "formula": "C16H26O7",
  "method": "the ωB97M-V functional and the def2-TZVPD basis",
  "largest_force_ev_per_a": 5.9,
  "homo_lumo_gap_ev": 9.844,
  "de_lowest_ev": 2.836,
  "smiles": "O=C1CCCO1.O=C1CCCO1.O=C1CCCO1.C1CCOC1",
  "elements": ["O", "C", "C", "C", "C", "O", "H", "H", "H", "H", "H", "H", "O", "C", "C", "C", "C", "O", "H", "H", "H", "H", "H", "H", "O", "C", "C", "C", "C", "O", "H", "H", "H", "H", "H", "H", "C", "C", "C", "O", "C", "H", "H", "H", "H", "H", "H", "H", "H"],
  "xyz": [[1.88571, 3.66998, 1.21165], [1.55372, 2.59210, 1.03117], [1.01067, 1.60609, 2.10819], [1.20531, 0.23278, 1.54909], [1.48493, 0.56475, -0.02031], [1.86713, 1.98456, -0.10310], [1.49979, 1.79672, 3.06345], [-0.04601, 1.84312, 2.23209], [2.05897, -0.29308, 1.97668], [0.38562, -0.46607, 1.71585], [2.30876, -0.09676, -0.28830], [0.56544, 0.37452, -0.57388], [-5.56389, 2.59981, 5.16537], [-4.47836, 2.27523, 4.83263], [-3.19650, 2.49578, 5.58285], [-2.16064, 2.50745, 4.48692], [-2.87037, 1.58547, 3.48973], [-4.24365, 1.73934, 3.71257], [-3.17477, 3.37597, 6.22542], [-3.17059, 1.60063, 6.20424], [-2.15270, 3.53043, 4.11070], [-1.17938, 2.14144, 4.78903], [-2.68829, 1.75054, 2.42779], [-2.65802, 0.52597, 3.63279], [-1.43083, -0.43382, -2.24848], [-1.40469, -1.60783, -2.03366], [-1.54407, -2.41066, -0.69265], [-2.25353, -3.62602, -1.29055], [-1.77151, -3.80068, -2.68664], [-1.36273, -2.41727, -3.03753], [-0.74006, -2.85097, -0.10291], [-2.32721, -2.04371, -0.02923], [-2.05788, -4.49773, -0.66608], [-3.31365, -3.37839, -1.23653], [-0.96240, -4.52425, -2.58724], [-2.50041, -4.07111, -3.45062], [2.90543, 0.47954, -3.18239], [4.25219, -0.29040, -3.10322], [4.20875, -1.18517, -4.34165], [2.80994, -1.52276, -4.32928], [2.07562, -0.30246, -4.11295], [3.13413, 1.39992, -3.71970], [2.42198, 0.66461, -2.22316], [4.43818, -0.86260, -2.19432], [5.01843, 0.48170, -3.17280], [4.79503, -2.08389, -4.15011], [4.46987, -0.69741, -5.28080], [1.11949, -0.60835, -3.68828], [1.77700, 0.25292, -5.00204]],
  "forces_ev_per_angstrom": [[0.828, 5.704, 1.094], [-0.123, -4.473, 1.242], [-0.522, 0.797, -0.282], [0.612, -0.034, -1.525], [-0.368, -0.485, 2.100], [-0.692, -2.983, -0.947], [0.058, 0.132, -0.185], [-0.105, 0.030, 0.085], [0.269, 0.320, -0.075], [-0.287, 0.274, -0.367], [-0.071, 0.483, -0.588], [0.274, 0.175, -0.366], [-2.028, 0.305, 0.937], [0.044, 2.449, 2.724], [0.131, -0.211, 0.860], [-0.456, -0.363, -0.218], [1.256, -0.801, -0.904], [-0.054, -1.601, -3.632], [-0.341, -0.169, -0.099], [0.523, -0.074, 0.321], [0.524, -0.078, -0.230], [-0.028, 0.237, -0.191], [0.090, 0.412, 0.069], [0.356, -0.106, 0.347], [0.278, 0.975, 0.851], [0.324, 0.877, 2.155], [-1.332, -0.834, -0.857], [-1.470, -0.533, 1.196], [0.467, 1.038, 0.069], [0.173, -3.165, -1.900], [0.758, 1.102, -0.408], [0.712, 0.939, 0.135], [-0.293, -0.156, -0.181], [-0.179, -0.434, -0.266], [0.515, 0.405, -1.017], [0.127, -0.196, 0.265], [1.201, 0.889, 0.334], [0.459, 1.278, -0.371], [-1.178, -0.025, 1.409], [-0.090, -0.200, -1.190], [-1.294, -1.920, 0.037], [-0.068, 0.463, 0.679], [0.304, 0.191, -0.340], [-0.320, -0.070, -0.048], [0.397, -0.241, 0.155], [-0.136, -0.084, -0.485], [0.209, 0.093, 0.000], [-0.022, -0.142, 0.145], [0.565, -0.191, -0.537]],
  "lowdin_charge": [0.178, -0.552, -0.085, -0.136, -0.095, 0.042, 0.125, 0.104, 0.105, 0.098, 0.110, 0.107, 0.141, -0.600, -0.083, -0.138, -0.168, 0.080, 0.132, 0.135, 0.127, 0.115, 0.125, 0.127, 0.115, -0.531, -0.052, -0.208, -0.098, 0.048, 0.118, 0.116, 0.119, 0.120, 0.127, 0.132, -0.160, -0.153, -0.185, -0.147, -0.210, 0.116, 0.071, 0.104, 0.103, 0.117, 0.119, 0.107, 0.120]
}

No. 2
{
  "formula": "C16H27AlBr3ClF7O13S2",
  "method": "the ωB97M-V functional and the def2-TZVPD basis",
  "largest_force_ev_per_a": 3.0,
  "homo_lumo_gap_ev": 1.901,
  "charge": 1,
  "elements": ["C", "C", "C", "O", "C", "O", "O", "C", "O", "C", "C", "H", "H", "H", "H", "H", "H", "H", "H", "H", "H", "C", "C", "O", "C", "O", "C", "F", "F", "F", "H", "H", "H", "H", "H", "C", "F", "F", "F", "S", "O", "O", "O", "O", "H", "H", "H", "C", "Br", "Br", "Br", "H", "O", "S", "O", "O", "C", "C", "C", "H", "H", "H", "H", "H", "H", "H", "H", "Al", "F", "Cl"],
  "xyz": [[-0.35215, 1.54162, -3.82996], [0.10753, 2.63648, -3.73834], [0.84137, 3.91864, -3.51939], [2.05021, 4.01162, -4.28127], [3.08962, 3.39479, -3.64697], [3.14820, 2.21466, -3.58069], [4.08308, 4.19348, -3.15352], [4.21905, 4.09476, -1.73401], [4.00356, 5.28872, -1.05738], [2.70413, 5.82167, -1.24438], [1.67299, 5.31261, -0.20001], [-0.73380, 0.54357, -3.72788], [1.09326, 3.95849, -2.44902], [0.17293, 4.76905, -3.70576], [5.26729, 3.82286, -1.53980], [3.62483, 3.24672, -1.34343], [2.29162, 5.68177, -2.25203], [2.79554, 6.90885, -1.09834], [1.50844, 4.22467, -0.26648], [0.71226, 5.77319, -0.49667], [1.92911, 5.64298, 0.81457], [1.98237, 0.33863, -0.99220], [2.11615, -0.68765, 0.11248], [1.84771, -0.09175, 1.40972], [0.55814, 0.02889, 1.67424], [-0.33369, -0.28429, 0.94244], [0.33066, 0.58728, 3.07602], [1.11173, 1.62241, 3.36346], [0.56143, -0.35484, 4.01245], [-0.94772, 1.00814, 3.23433], [2.62753, 1.19518, -0.79575], [2.25395, -0.09296, -1.95444], [0.96085, 0.71474, -1.06196], [3.13937, -1.06276, 0.14007], [1.46154, -1.54726, -0.03461], [-5.28084, 0.81973, -5.56402], [-5.97523, -0.11047, -4.88468], [-4.86170, 0.23871, -6.69607], [-6.15185, 1.77245, -5.91585], [-3.88065, 1.49612, -4.57411], [-3.05159, 0.33642, -4.28180], [-4.50413, 2.07393, -3.39947], [-3.25218, 2.46297, -5.43811], [-3.36687, 2.84437, 2.46933], [-3.51382, 2.51540, 1.55393], [-3.23977, 3.81587, 2.48446], [-2.61714, 2.37552, 2.90543], [-1.21977, -3.18891, -1.28227], [-1.95575, -4.54764, -2.47327], [0.67402, -3.39112, -1.14129], [-1.72075, -1.40865, -1.77469], [-1.63913, -3.37540, -0.28384], [-1.18221, -4.15278, 3.16791], [-0.00819, -4.47124, 3.85615], [1.01289, -5.39144, 3.28937], [-0.34978, -4.95356, 5.31453], [-1.25156, -6.08744, 5.47135], [-0.59555, -7.40076, 5.09829], [0.78613, -2.94488, 4.29215], [-2.16255, -5.92284, 4.89467], [-1.53331, -6.10790, 6.52184], [-0.35171, -7.43645, 4.03606], [-1.26223, -8.23410, 5.31428], [0.33566, -7.53660, 5.65109], [0.04295, -2.29361, 4.73377], [1.17670, -2.50958, 3.37155], [1.60637, -3.12932, 4.99100], [2.74701, -4.60232, 3.48783], [-1.04884, -4.98888, 1.09459], [-4.30372, -4.94056, -3.36563]],
  "forces_ev_per_angstrom": [[-0.231, -0.995, 0.574], [1.081, 1.342, 0.194], [-1.135, -1.132, 0.409], [0.703, 1.068, 0.387], [-0.102, -0.080, -0.647], [0.154, -0.993, 0.469], [-1.334, 0.556, -0.054], [1.423, -0.801, 0.738], [-0.306, -0.304, -0.874], [-0.890, 0.619, 0.982], [-0.132, 0.297, -0.837], [-0.137, 0.439, -0.576], [-0.104, 0.000, -0.222], [0.529, -0.090, -0.422], [-0.289, 0.291, -0.062], [-0.261, 0.440, -0.328], [0.519, -0.095, 0.110], [0.085, -0.353, -0.121], [0.275, 0.255, 0.247], [0.271, -0.114, 0.302], [-0.005, -0.305, -0.261], [-0.312, 0.173, 0.227], [0.528, -0.050, -0.832], [-0.312, -0.021, 0.695], [0.590, -0.352, -1.005], [-0.548, 0.180, 0.511], [0.452, 0.535, 0.899], [-0.054, -0.068, -0.230], [-0.249, 0.582, -0.387], [-0.205, -0.110, -0.119], [0.157, -0.108, -0.071], [0.022, 0.041, 0.005], [-0.009, -0.115, -0.137], [0.016, 0.169, 0.396], [0.033, 0.592, 0.308], [-0.355, -0.149, -0.304], [0.108, -0.040, 0.216], [0.235, 0.009, 0.072], [0.118, 0.165, 0.146], [0.893, 0.770, 0.491], [-0.235, -0.557, 0.053], [-0.408, -0.247, 0.142], [-0.254, -0.136, -0.340], [0.170, -0.072, -0.027], [-0.028, -0.016, -0.031], [-0.048, -0.011, -0.046], [-0.011, -0.051, -0.126], [-0.619, 2.182, 1.955], [-1.229, -1.780, -1.330], [-0.761, -1.142, -0.952], [-0.193, -0.325, -0.545], [0.297, -0.711, -0.259], [-0.346, 0.121, 0.277], [-1.944, 0.913, 1.441], [0.449, 0.541, 0.143], [0.804, 0.004, -0.325], [-0.656, -1.078, 0.078], [0.372, 0.185, -0.283], [0.362, -0.662, -0.011], [0.157, 0.237, -0.118], [0.216, 0.397, 0.024], [-0.126, -0.052, -0.014], [-0.051, 0.084, 0.080], [-0.089, -0.055, 0.101], [-0.138, -0.225, 0.064], [-0.110, 0.032, -0.012], [-0.127, 0.221, 0.201], [0.922, -0.896, -0.588], [0.205, 0.004, -1.522], [2.199, 0.850, 1.080]],
  "lowdin_charge": [0.118, -0.057, -0.167, 0.030, -0.557, 0.185, 0.070, -0.206, -0.077, -0.238, -0.077, -0.005, 0.091, 0.140, 0.149, 0.124, 0.103, 0.130, 0.055, 0.080, 0.074, -0.044, -0.216, 0.048, -0.412, 0.125, -0.501, 0.196, 0.137, 0.131, 0.072, 0.098, 0.069, 0.133, -0.022, -0.671, 0.101, 0.117, 0.120, 0.425, -0.405, -0.355, -0.316, 0.360, 0.216, 0.208, 0.173, -1.507, 0.823, 0.811, 0.754, -0.026, -0.217, 0.578, -0.421, -0.238, -0.209, -0.059, -0.193, 0.128, 0.130, 0.078, 0.095, 0.089, 0.093, 0.051, 0.037, 0.901, -0.590, 0.141]
}